No. 1
An isolated molecule of C7H14N2O2S, computed with ωB97M-V/def2-TZVPD.

Last column: Mulliken charge in e.
Element x y z (Å)
C1 -1.582 -2.322 1.357  -0.56
N1 -0.879 -1.688 2.637  -0.25
C2 -0.870 -0.455 3.188  0.60
O1 -0.691 -0.371 4.429  -0.60
O2 -1.059 0.555 2.144  -0.29
N2 -0.282 0.162 0.997  -0.05
C3 0.222 1.324 0.480  -0.71
C4 1.036 1.111 -0.821  1.15
C5 1.820 -0.126 -1.276  -1.20
C6 1.942 2.245 -1.087  -1.81
S1 -0.259 1.498 -2.140  -0.08
C7 -1.416 0.030 -2.405  -0.49
H1 -0.932 -2.594 0.416  0.18
H2 -2.081 -3.376 1.641  0.29
H3 -2.377 -1.560 1.002  0.25
H4 -0.279 -2.425 3.320  0.26
H5 -0.232 2.221 0.768  0.45
H6 1.107 -0.960 -1.043  0.24
H7 2.767 -0.241 -0.621  0.32
H8 2.139 0.086 -2.276  0.47
H9 1.625 3.313 -1.033  0.36
H10 2.770 2.250 -0.367  0.45
H11 2.401 2.034 -2.048  0.45
H12 -1.570 -0.523 -1.413  -0.04
H13 -2.301 0.559 -2.690  0.36
H14 -1.018 -0.750 -3.157  0.25

Its LUMO energy is 0.0208 Eh. The charge is 0. For the energy relative to the best compared isomer or geometry (same formula, charge and spin), the calculation gives 105.51 kcal/mol. As for the SMILES: CNC(=O)O/N=C/C(C)(C)SC. As for the HOMO energy: -0.325 Eh.

***

No. 2
A structure of composition C7H14N2O3S, computed with ωB97M-V/def2-TZVPD.

Last column: Mulliken charge in e.
Element x y z (Å)
C1 1.616 -2.338 0.965  -0.89
C2 2.126 -0.890 1.414  0.71
C3 0.228 -0.194 0.037  0.57
C4 0.342 -0.885 -1.363  0.02
C5 -0.685 1.187 -0.104  -0.95
C6 -2.072 1.038 -0.732  -0.40
C7 -3.131 2.936 0.856  -0.83
H1 1.986 -3.499 2.772  0.33
H2 3.618 -2.967 1.554  0.34
H3 1.525 -2.396 -0.123  0.30
H4 0.577 -2.491 1.284  0.50
H5 1.750 1.103 0.821  0.25
H6 0.007 -0.957 0.825  0.24
H7 -0.735 1.476 0.966  0.39
H8 0.055 2.061 -0.530  0.21
H9 -2.653 0.244 -0.076  0.28
H10 -1.773 0.580 -1.687  0.34
H11 -3.373 4.008 1.240  0.34
H12 -3.803 2.321 1.397  0.32
H13 -2.112 2.887 1.339  0.24
H14 1.896 -0.244 -1.210  0.54
N1 2.514 -3.361 1.577  -0.63
N2 1.611 0.063 0.501  -0.45
O1 3.151 -0.613 1.986  -0.56
O2 -0.639 -1.514 -1.840  -0.62
O3 1.583 -0.941 -1.852  -0.49
S1 -3.071 2.524 -0.994  -0.09

Its LUMO energy is 0.0024 Eh. The charge is 0. For the energy relative to the best compared isomer or geometry (same formula, charge and spin), the calculation gives 105.41 kcal/mol. As for the HOMO energy: -0.337 Eh.

***

No. 3
An isolated molecule of C7H14N2O4S, computed with ωB97M-V/def2-TZVPD.

Last column: Mulliken charge in e.
Element x y z (Å)
C1 3.283 -1.772 0.070  -1.61
C2 1.821 -1.342 -0.061  0.42
O1 1.097 -2.324 0.684  -0.62
C3 1.520 0.072 0.447  -0.05
N1 0.115 0.320 0.849  -0.21
C4 -0.976 -0.072 0.162  0.25
O2 -1.026 -0.984 -0.682  -0.74
C5 -2.312 0.661 0.499  0.44
N2 -1.979 2.040 0.855  -0.64
C6 -3.412 0.421 -0.612  -0.76
S1 -4.082 -1.291 -0.556  -0.23
C7 2.008 1.026 -0.580  0.46
O3 2.889 0.797 -1.376  -0.58
O4 1.451 2.236 -0.490  -0.44
H1 3.905 -1.106 -0.421  0.47
H2 3.510 -2.713 -0.453  0.36
H3 3.780 -1.800 1.066  0.35
H4 1.541 -1.417 -1.140  0.23
H5 0.208 -2.268 0.259  0.37
H6 2.110 0.183 1.426  0.32
H7 0.043 1.269 1.229  0.41
H8 -2.667 0.241 1.470  0.28
H9 -1.797 2.704 0.168  0.14
H10 -2.690 2.487 1.357  0.23
H11 -4.216 1.174 -0.414  0.35
H12 -2.978 0.584 -1.641  0.29
H13 -2.959 -1.881 -0.912  0.14
H14 1.813 2.757 -1.203  0.36

Its LUMO energy is 0.0120 Eh. The charge is 0. For the energy relative to the best compared isomer or geometry (same formula, charge and spin), the calculation gives 20.32 kcal/mol. As for the SMILES: C[C@@H](O)[C@H](NC(=O)[C@@H](N)CS)C(=O)O. As for the HOMO energy: -0.329 Eh.

***

No. 4
An isolated molecule of C7H14N2S, computed with ωB97M-V/def2-TZVPD.

Last column: Mulliken charge in e.
Element x y z (Å)
C1 2.664 -0.554 -0.252  -0.25
C2 0.122 -0.878 -0.360  -1.41
C3 -0.392 0.455 0.010  1.94
C4 -1.860 0.537 -0.407  -2.10
C5 -0.319 0.574 1.523  -1.77
C6 1.630 -2.546 -1.088  -0.89
C7 0.124 2.493 -1.174  -0.52
N1 1.522 -1.186 -0.523  0.38
N2 0.481 1.491 -0.475  -0.26
S1 3.024 0.809 0.529  -0.17
H1 -0.313 -1.644 0.352  0.31
H2 -0.370 -1.115 -1.264  0.55
H3 -2.387 1.314 0.099  0.46
H4 -2.319 -0.455 -0.159  0.38
H5 -1.863 0.696 -1.466  0.59
H6 -0.547 1.552 1.880  0.40
H7 0.729 0.247 1.736  0.40
H8 -1.025 -0.058 2.001  0.44
H9 1.386 -3.396 -0.287  0.26
H10 0.691 -2.622 -1.762  0.29
H11 2.448 -2.916 -1.621  0.35
H12 0.749 3.316 -1.362  0.33
H13 -0.916 2.631 -1.548  0.18
H14 1.925 1.611 0.744  0.13

Its LUMO energy is 0.0255 Eh. The charge is 0. For the energy relative to the best compared isomer or geometry (same formula, charge and spin), the calculation gives 108.33 kcal/mol. As for the HOMO energy: -0.275 Eh.

***

No. 5
An isolated molecule of C7H14N2S2, computed with ωB97M-V/def2-TZVPD.

Last column: Mulliken charge in e.
Element x y z (Å)
C1 -0.558 2.275 3.259  -0.95
N1 0.141 1.782 1.989  -0.35
C2 -0.463 0.809 1.136  -0.03
C3 -1.620 1.363 0.317  -0.53
C4 -0.908 1.116 -0.952  -0.93
C5 0.215 0.371 -0.163  0.33
C6 1.734 0.905 -0.416  -1.15
S1 2.957 -0.135 0.454  -0.20
C7 3.413 -1.489 -0.507  0.42
N2 3.163 -2.747 -0.080  -0.40
S2 3.884 -1.254 -2.040  -0.39
H1 -0.248 3.304 3.317  0.33
H2 -1.635 2.146 3.033  0.33
H3 -0.323 1.735 4.145  0.29
H4 1.111 1.567 2.122  0.19
H5 -0.776 -0.037 1.718  0.21
H6 -2.000 2.429 0.546  0.26
H7 -2.628 0.841 0.365  0.24
H8 -1.526 0.537 -1.708  0.25
H9 -0.700 2.025 -1.621  0.26
H10 -0.031 -0.663 -0.414  0.42
H11 1.969 0.791 -1.483  0.42
H12 1.704 1.933 -0.015  0.55
H13 3.408 -3.560 -0.636  0.22
H14 2.948 -2.816 0.863  0.21

Its LUMO energy is 0.0084 Eh. The charge is 0. For the energy relative to the best compared isomer or geometry (same formula, charge and spin), the calculation gives 58.63 kcal/mol. As for the SMILES: CN[C@H]1CC[C@H]1CSC(N)=S. As for the HOMO energy: -0.302 Eh.

***

No. 6
A structure of composition C7H14N3, computed with ωB97M-V/def2-TZVPD.

Last column: Mulliken charge in e.
Element x y z (Å)
C1 -0.151 0.808 -2.410  -0.86
C2 -0.703 -0.597 -2.459  -0.65
C3 -0.931 0.160 0.077  -1.20
C4 1.104 -0.311 1.242  -0.65
C5 -0.044 -0.127 -1.151  0.68
C6 1.183 -0.710 -0.616  0.52
C7 -0.838 0.529 2.597  -0.76
N1 2.530 -0.592 -1.068  -0.56
N2 1.809 -1.877 -1.034  -0.45
N3 -0.165 0.503 1.265  0.07
H1 0.860 0.789 -2.763  0.24
H2 -0.843 1.567 -2.364  0.39
H3 -1.825 -0.630 -2.407  0.28
H4 -0.407 -1.405 -3.137  0.31
H5 -1.595 0.962 -0.003  0.64
H6 -1.689 -0.712 0.173  0.34
H7 0.920 -1.345 1.594  0.42
H8 2.059 0.112 1.580  0.33
H9 -0.942 -0.514 2.966  0.35
H10 -0.082 0.975 3.311  0.35
H11 -1.831 1.115 2.597  0.29
H12 2.646 -0.216 -1.917  0.19
H13 2.141 -2.417 -0.280  0.28
H14 0.196 1.485 1.031  0.46

Its LUMO energy is -0.1152 Eh. The charge is +1. For the energy relative to the best compared isomer or geometry (same formula, charge and spin), the calculation gives 141.32 kcal/mol. As for the HOMO energy: -0.491 Eh.

***

No. 7
The ion C7H14N3 with charge +1, computed with ωB97M-V/def2-TZVPD.

Last column: Mulliken charge in e.
Element x y z (Å)
C1 -0.249 -1.773 -1.144  -0.88
C2 -1.369 -1.894 -0.295  0.79
C3 -2.746 -2.100 -0.766  -1.17
N1 -1.234 -1.831 1.004  -0.24
C4 -0.633 -1.134 1.852  -0.08
N2 -0.034 0.015 1.502  -0.74
N3 0.020 0.627 0.380  0.45
C5 1.296 1.163 -0.131  0.44
C6 2.374 1.323 0.987  -1.49
C7 0.946 2.646 -0.631  -1.43
H1 0.735 -1.549 -0.805  0.45
H2 -0.611 -1.844 -2.133  0.35
H3 -2.654 -3.026 -1.384  0.38
H4 -3.068 -1.327 -1.406  0.35
H5 -3.334 -2.555 0.090  0.33
H6 -0.643 -1.570 2.783  0.48
H7 -0.902 0.954 0.112  0.30
H8 1.650 0.682 -0.964  0.26
H9 2.232 2.227 1.514  0.41
H10 2.489 0.374 1.443  0.38
H11 3.234 1.552 0.453  0.52
H12 0.715 2.618 -1.821  0.32
H13 1.741 3.311 -0.461  0.42
H14 0.045 3.111 -0.179  0.39

Its LUMO energy (spin up / spin down) is -0.1901 / -0.2362 Eh. The charge is +1. For the energy relative to the best compared isomer or geometry (same formula, charge and spin), the calculation gives 155.03 kcal/mol. As for the SMILES: C=C(C)/N=C\N=[NH+]\C(C)C. As for the HOMO energy (spin up / spin down): -0.503 / -0.476 Eh.

***

No. 8
The ion C7H14N3O with charge +1, computed with ωB97M-V/def2-TZVPD.

Last column: Mulliken charge in e.
Element x y z (Å)
C1 -0.490 2.414 2.276  -0.74
O1 0.087 1.483 1.254  -0.35
C2 -0.573 1.188 0.129  0.51
C3 -1.814 1.364 -0.467  -0.59
N1 -1.984 0.519 -1.508  -0.92
N2 -1.108 -0.456 -1.521  0.73
C4 -1.316 -1.485 -2.623  -0.86
C5 -0.177 -0.346 -0.529  -0.38
C6 0.952 -1.087 -0.025  0.21
C7 2.304 -0.397 -0.369  -1.21
N3 0.927 -1.240 1.534  -0.20
H1 -0.797 3.405 1.786  0.26
H2 0.313 2.342 2.959  0.30
H3 -1.410 1.868 2.588  0.34
H4 -2.497 2.145 -0.278  0.48
H5 -2.427 -1.357 -2.917  0.31
H6 -0.637 -1.231 -3.517  0.29
H7 -1.227 -2.471 -2.313  0.37
H8 1.114 -2.015 -0.668  0.30
H9 2.412 0.655 0.127  0.28
H10 3.022 -1.124 0.048  0.40
H11 2.351 -0.359 -1.481  0.39
H12 0.050 -1.082 1.976  0.32
H13 1.507 -0.550 1.841  0.33
H14 1.420 -2.183 1.699  0.42

Its LUMO energy is -0.1249 Eh. The charge is +1. For the energy relative to the best compared isomer or geometry (same formula, charge and spin), the calculation gives 107.05 kcal/mol. As for the SMILES: COc1cnn(C)c1[C@@H](C)[NH3+]. As for the HOMO energy: -0.418 Eh.